ORCA calculation (ωB97M-V with the def2-TZVPD basis set) on a structure of composition C12H18N2Si.

XYZ file:
```
33
Properties=species:S:1:pos:R:3:forces:R:3:mulliken_charge:R:1
C -5.314 -0.083 0.228 -1.979 1.284 -0.753 -0.54
C -4.427 -1.001 -0.294 -1.125 -1.123 -0.327 -0.35
C -4.790 1.092 0.726 1.534 -1.177 0.206 -0.41
C -3.076 -0.912 -0.126 0.599 1.357 0.590 -0.63
C -3.415 1.269 0.847 0.432 1.681 -0.273 -0.44
C -2.545 0.255 0.441 -1.261 -0.308 0.539 1.01
C -1.144 0.491 0.619 0.122 1.290 -0.380 -0.66
C -0.193 0.170 -0.240 0.264 -2.671 -1.257 -0.23
C 3.790 -0.175 -1.411 0.333 -0.378 1.086 -1.25
C 2.287 -2.373 -0.398 0.329 -1.412 -0.787 -1.05
C 3.437 -0.398 1.707 -1.528 -0.130 -1.589 -0.99
C 1.138 0.628 -0.019 2.219 2.230 -0.007 0.11
N 1.318 3.036 -0.789 -0.691 0.764 1.032 -0.41
N 1.409 1.993 -1.368 -0.624 -1.901 1.317 -0.03
Si 2.650 -0.528 -0.038 -1.017 -1.092 0.365 0.26
H -6.476 -0.055 0.088 2.423 -0.753 0.198 0.24
H -4.841 -1.812 -0.856 -0.077 -0.659 -0.084 0.37
H -5.456 1.792 1.074 -1.271 1.856 0.651 0.44
H -2.377 -1.665 -0.409 0.102 -0.609 -0.396 0.45
H -2.965 2.312 1.084 -0.916 -2.003 0.019 0.20
H -0.874 1.263 1.336 -0.114 -0.165 0.194 0.28
H -0.314 -0.654 -1.017 -0.257 1.401 0.741 0.18
H 4.058 0.820 -1.367 0.515 2.477 -0.151 0.43
H 4.721 -0.691 -1.311 0.479 -0.760 -0.085 0.38
H 3.317 -0.355 -2.324 -0.590 -0.421 -1.596 0.36
H 1.937 -3.065 0.406 0.307 0.743 -0.452 0.35
H 1.914 -2.839 -1.378 -0.284 1.375 1.183 0.36
H 3.350 -2.607 -0.616 -0.040 -0.305 0.698 0.25
H 3.838 0.598 1.766 0.439 0.410 0.218 0.35
H 2.491 -0.401 2.322 1.461 -0.681 0.117 0.26
H 4.228 -1.170 1.746 -0.716 0.303 0.808 0.30
H 1.140 1.193 0.968 0.306 -0.085 -1.401 0.16
H 1.185 3.873 -1.397 0.625 -0.537 -0.424 0.25
```
Forces are in eV/Å.

Highest occupied orbital energy (alpha / beta)   -7.6 / -7.6 eV
Energy relative to the best compared isomer or geometry (same formula, charge and spin)   67.4 kJ/mol
HOMO-LUMO gap (alpha / beta)   0.2917 / 0.2917 hartree
LUMO level (alpha / beta)   0.3 / 0.3 eV


ORCA calculation (ωB97M-V with the def2-TZVPD basis set) on the ion C12H18N3 with charge +1.

XYZ file:
```
33
Properties=species:S:1:pos:R:3:forces:R:3:mulliken_charge:R:1
C 2.881 -1.118 -0.922 -0.105 0.092 0.241 -0.45
C 2.501 0.037 -0.391 0.263 -0.171 0.042 -0.98
C 1.504 -0.200 0.694 -2.380 0.286 -0.813 0.19
C -0.031 0.433 0.206 0.719 0.444 0.083 1.99
C -1.254 -0.444 0.023 1.401 -0.229 -0.024 -0.84
N -1.982 -0.402 -1.064 0.311 0.142 0.393 -0.04
C -3.131 -1.257 -0.957 -0.445 -0.314 -0.014 -0.67
C -2.956 -1.862 0.390 0.384 0.314 0.019 -0.42
C -1.833 -1.370 0.950 -0.614 -0.399 0.049 -0.80
C -0.411 1.493 1.280 -0.155 0.079 -0.182 -1.35
C 0.286 2.746 0.761 -0.065 -0.103 -0.201 -0.52
C 0.056 2.630 -0.746 -0.242 0.289 0.101 -0.76
N 0.070 1.193 -1.038 0.199 0.008 -0.237 -0.46
N 1.425 -1.623 0.833 -0.050 -0.450 0.379 -0.30
C 2.217 -2.258 -0.220 -0.102 -0.350 -0.141 -0.76
H 3.582 -1.264 -1.721 0.164 0.044 -0.213 0.48
H 2.862 1.015 -0.655 0.090 0.161 -0.105 0.62
H 1.718 0.326 1.623 -0.003 -0.024 0.070 0.46
H -1.746 0.216 -1.832 0.196 0.062 0.066 0.27
H -3.146 -2.013 -1.749 0.063 0.055 0.015 0.36
H -4.063 -0.686 -1.038 0.060 0.006 0.012 0.36
H -3.645 -2.573 0.807 -0.101 -0.147 0.093 0.49
H -1.419 -1.606 1.910 0.087 -0.035 0.160 0.53
H -1.491 1.654 1.291 -0.063 0.070 0.068 0.47
H -0.103 1.199 2.281 -0.023 -0.086 0.032 0.48
H -0.132 3.659 1.176 0.037 0.054 0.070 0.44
H 1.352 2.713 0.987 0.059 0.024 0.045 0.25
H -0.936 3.018 -0.999 0.131 0.188 0.010 0.30
H 0.795 3.168 -1.336 -0.002 -0.013 -0.055 0.36
H 0.869 0.913 -1.593 -0.059 0.018 0.125 0.33
H 1.647 -1.957 1.758 0.128 0.047 -0.033 0.31
H 1.562 -2.822 -0.896 0.178 -0.046 -0.045 0.26
H 2.952 -2.957 0.187 -0.060 -0.017 -0.009 0.40
```
Forces are in eV/Å.

Highest occupied orbital energy   -11.9 eV
SMILES   C1=C[C@@H]([C@@]2(C3=[NH+]CC=C3)CCCN2)NC1
Energy relative to the best compared isomer or geometry (same formula, charge and spin)   122.5 kJ/mol
Charge   +1
HOMO-LUMO gap   0.2926 hartree
LUMO level   -3.9 eV


ORCA calculation (ωB97M-V with the def2-TZVPD basis set) on a structure of composition C12H18N6O2PdS.

XYZ file:
```
40
Properties=species:S:1:pos:R:3:forces:R:3:mulliken_charge:R:1
Pd -0.559 -0.083 -0.875 -0.046 -0.474 -0.158 0.01
C -2.450 4.221 2.442 -0.003 -0.007 0.001 -0.97
C -0.936 4.218 2.281 -0.007 -0.014 0.008 -0.65
N -0.350 2.903 2.460 0.064 0.047 -0.014 -0.14
C -0.266 1.946 1.518 0.006 -0.070 0.065 0.37
S -0.886 2.203 -0.056 0.015 0.150 -0.026 -0.30
N 0.349 0.823 1.975 -0.079 0.090 -0.028 -0.63
N 0.430 -0.137 1.087 0.173 -0.051 -0.054 0.57
C 1.163 -1.269 1.491 -0.061 0.050 -0.018 0.07
C 2.072 -1.153 2.663 -0.023 -0.005 0.008 -1.30
C 1.029 -2.409 0.690 -0.008 -0.008 0.033 0.76
C 1.706 -3.638 0.949 -0.035 0.021 -0.019 -0.74
C 1.511 -4.713 0.127 0.008 -0.006 0.011 -0.39
C 0.642 -4.599 -0.967 -0.018 -0.001 0.013 -0.82
C 0.019 -3.379 -1.174 -0.035 0.001 -0.012 -0.02
N 0.194 -2.315 -0.406 0.083 0.091 -0.071 0.03
H -2.839 5.231 2.310 -0.001 -0.003 -0.002 0.34
H -2.735 3.869 3.435 -0.001 0.005 -0.001 0.30
H -2.911 3.574 1.697 -0.001 0.000 0.003 0.29
H -0.473 4.876 3.017 0.006 0.004 -0.004 0.36
H -0.660 4.581 1.290 -0.007 0.003 -0.002 0.36
H 0.049 2.653 3.351 -0.029 -0.010 0.012 0.28
H 2.694 -0.262 2.566 0.000 -0.003 -0.008 0.34
H 2.716 -2.019 2.776 0.006 -0.018 0.009 0.37
H 1.492 -1.021 3.580 0.000 0.010 -0.008 0.29
H 2.360 -3.727 1.802 0.013 0.007 0.011 0.17
H 2.022 -5.646 0.326 -0.002 0.000 0.001 0.42
H 0.456 -5.428 -1.634 -0.002 0.004 -0.001 0.39
H -0.662 -3.246 -2.009 0.021 0.008 -0.010 0.32
N 0.854 0.342 -2.680 -0.079 0.017 0.206 -0.33
N 0.321 0.640 -3.950 0.050 -0.162 -0.070 -0.29
C -0.978 1.134 -4.127 -0.075 0.409 0.399 0.59
O -1.186 1.938 -5.003 0.009 -0.135 -0.134 -0.63
O -1.938 0.711 -3.322 0.001 -0.031 -0.310 -0.29
H 1.443 1.094 -2.337 -0.024 0.039 -0.051 0.29
H 1.389 -0.516 -2.733 0.027 0.011 -0.016 0.25
H 0.950 1.134 -4.568 -0.018 -0.010 0.013 0.28
C -1.805 -0.501 -2.553 0.113 0.059 0.229 -0.77
H -2.818 -0.740 -2.240 -0.018 -0.008 -0.007 0.40
H -1.410 -1.291 -3.199 -0.028 -0.010 0.004 0.42
```
Forces are in eV/Å.

Highest occupied orbital energy (alpha / beta)   -5.8 / -8.4 eV
Multiplicity   5
<S²>   6.038
Energy relative to the best compared isomer or geometry (same formula, charge and spin)   0.0 kJ/mol
HOMO-LUMO gap (alpha / beta)   0.2341 / 0.2391 hartree
LUMO level (alpha / beta)   0.5 / -1.9 eV


ORCA calculation (ωB97M-V with the def2-TZVPD basis set) on a cluster of 2 separate species, C12H18NO2 in total.

XYZ file:
```
33
Properties=species:S:1:pos:R:3:forces:R:3:mulliken_charge:R:1
C 2.717 0.253 -2.027 -0.054 -0.539 -0.148 -0.61
O 1.362 0.652 -1.718 -1.222 -0.092 0.506 -0.28
C 0.479 -0.235 -1.304 1.334 -1.073 -0.789 -0.30
C -0.936 0.005 -1.601 0.669 0.215 -0.382 0.88
C -1.834 -1.061 -1.852 0.357 0.802 0.621 -0.44
C -3.163 -0.750 -2.104 -0.393 0.212 -0.090 -0.50
C -3.602 0.587 -2.179 0.456 -0.232 0.269 -0.46
C -2.653 1.619 -2.053 -0.569 0.061 -0.125 -0.53
C -1.312 1.342 -1.821 -0.707 -0.498 0.230 -0.31
H 3.302 1.167 -2.101 -0.112 -0.149 0.081 0.26
H 3.094 -0.413 -1.249 0.057 0.128 -0.044 0.30
H 2.694 -0.272 -2.995 0.086 0.240 0.355 0.31
H 0.879 -1.247 -1.148 -0.464 0.278 -0.383 0.37
H -1.471 -2.085 -1.853 -0.186 0.109 0.217 0.42
H -3.887 -1.554 -2.215 0.174 0.134 -0.137 0.40
H -4.678 0.811 -2.332 0.952 -0.144 0.086 0.38
H -2.989 2.652 -2.121 0.148 -0.208 -0.135 0.40
H -0.565 2.126 -1.820 -0.126 0.008 0.235 0.47
C -0.192 -0.692 3.280 0.714 0.485 -0.282 -0.62
C -0.420 -0.660 1.750 -0.139 -1.130 -0.715 -0.50
N 0.683 -0.127 0.877 -0.797 3.874 0.594 -0.14
C 2.029 0.088 1.570 0.255 -0.888 -1.150 -0.49
C 2.071 0.020 3.102 -1.075 -0.202 0.292 -0.65
O 1.169 -0.986 3.589 0.003 0.645 -0.389 -0.37
H -0.506 0.272 3.743 0.219 -0.530 -0.134 0.33
H -0.748 -1.533 3.707 -0.152 0.405 -0.116 0.33
H -0.532 -1.708 1.414 -0.198 0.361 0.246 0.34
H -1.347 -0.114 1.505 0.352 -0.305 0.110 0.30
H 0.368 0.854 0.567 0.590 -1.691 1.217 0.40
H 2.654 -0.738 1.187 -0.020 0.373 0.214 0.35
H 2.445 1.046 1.216 -0.114 -0.437 0.112 0.31
H 3.055 -0.336 3.428 -0.148 0.424 -0.170 0.32
H 1.838 1.013 3.559 0.109 -0.635 -0.199 0.34
```
Forces are in eV/Å.

Highest occupied orbital energy   -12.8 eV
Energy relative to the best compared isomer or geometry (same formula, charge and spin)   258.0 kJ/mol
Charge   +1
HOMO-LUMO gap   0.3103 hartree
LUMO level   -4.4 eV


ORCA calculation (ωB97M-V with the def2-TZVPD basis set) on the ion C12H18NS with charge +1.

XYZ file:
```
32
Properties=species:S:1:pos:R:3:forces:R:3:mulliken_charge:R:1
C -0.624 2.280 -1.776 1.523 -0.156 0.733 -0.65
C -1.311 1.448 -0.987 -2.565 1.814 0.287 -0.58
C -0.171 -0.410 -1.810 0.258 -2.422 -0.151 0.59
C 0.911 0.505 0.576 1.515 0.794 -0.174 -0.05
C -0.330 -1.603 -2.438 3.967 2.716 -1.629 -1.26
C 0.658 1.858 -2.494 -2.581 -0.707 -1.756 -0.67
C -1.002 0.012 -0.700 0.712 2.706 1.680 0.12
C 0.776 0.405 -2.406 0.262 1.174 0.257 -0.79
C 0.135 -1.953 1.915 -2.352 -1.680 1.363 -1.13
C -2.158 -1.152 1.754 -0.335 -2.645 0.933 -1.91
C 2.957 1.969 1.378 -1.754 -1.575 -1.723 -0.97
C -0.730 -0.748 1.795 -0.808 -0.611 0.730 0.31
N -0.271 0.051 0.677 -0.342 -0.683 -2.169 0.40
S 2.021 0.449 1.881 0.362 1.207 -0.543 -0.01
H -0.790 3.350 -1.730 -0.515 -0.136 -0.315 0.39
H -2.263 1.876 -0.513 1.588 -0.679 -0.479 0.32
H 0.371 -1.850 -3.269 -0.806 -0.058 0.778 0.27
H -1.098 -2.190 -2.251 -3.446 -2.981 0.926 0.44
H 0.602 2.063 -3.632 -0.411 -0.385 1.217 0.40
H 1.509 2.440 -2.338 1.542 0.814 1.053 0.52
H -1.843 -0.549 -0.448 -1.469 -1.018 -0.554 1.07
H 1.310 -0.114 -3.160 1.210 -0.180 -0.395 0.41
H 1.093 -1.640 2.055 2.793 0.200 0.358 0.54
H -0.186 -2.523 2.854 0.502 0.464 -1.511 0.36
H 0.060 -2.548 1.005 -0.019 -0.315 0.140 0.28
H -2.415 -1.823 0.925 0.012 0.028 0.219 0.42
H -2.773 -0.327 1.755 -1.662 1.925 -0.214 0.53
H -2.401 -1.711 2.724 0.415 0.690 -1.395 0.40
H 3.662 1.758 0.582 -0.239 0.046 -0.292 0.28
H 3.468 2.269 2.195 1.742 0.885 2.779 0.47
H 2.195 2.709 1.182 0.149 0.169 -0.466 0.28
H -0.700 -0.152 2.691 0.754 0.601 0.314 0.22
```
Forces are in eV/Å.

Highest occupied orbital energy (alpha / beta)   -11.2 / -12.0 eV
Energy relative to the best compared isomer or geometry (same formula, charge and spin)   416.3 kJ/mol
Charge   +1
HOMO-LUMO gap (alpha / beta)   0.1898 / 0.2446 hartree
LUMO level (alpha / beta)   -6.0 / -5.3 eV


ORCA calculation (ωB97M-V with the def2-TZVPD basis set) on an isolated molecule of C12H18O3.

XYZ file:
```
33
Properties=species:S:1:pos:R:3:forces:R:3:mulliken_charge:R:1
C -3.856 -0.647 0.410 0.138 0.189 -0.056 -1.40
C -2.679 0.299 0.619 0.024 -0.131 0.169 -0.22
C -1.443 -0.402 1.186 -0.042 0.121 -0.182 -0.81
C -0.834 -1.445 0.238 -0.220 -0.080 0.097 -0.49
C -0.395 -0.859 -1.086 0.255 -0.149 0.259 0.08
O -1.054 -0.994 -2.087 -0.140 0.061 -0.197 -0.62
C 0.895 -0.037 -1.125 -0.071 0.212 -0.356 1.12
C 0.506 1.454 -1.100 0.231 0.007 -0.137 -0.81
C 1.714 2.325 -0.780 -0.205 0.057 0.195 -1.01
C 2.225 1.993 0.621 -0.028 0.138 -0.270 -0.67
C 2.456 0.528 0.749 -0.052 -0.315 -0.015 -0.67
C 1.881 -0.378 -0.047 0.020 0.249 -0.010 0.31
C 2.312 -1.787 0.069 0.618 -0.328 0.569 -0.19
O 2.942 -2.249 0.989 -0.056 -0.025 -0.041 -0.62
O 1.954 -2.530 -0.993 -0.257 -0.010 -0.461 -0.43
H -4.743 -0.084 0.131 -0.123 -0.023 -0.033 0.41
H -3.644 -1.354 -0.387 -0.041 -0.125 -0.077 0.32
H -4.072 -1.199 1.323 -0.065 -0.090 0.090 0.31
H -2.434 0.771 -0.334 0.004 0.121 -0.001 0.19
H -2.974 1.088 1.316 0.033 0.057 -0.068 0.44
H -1.721 -0.913 2.111 0.063 0.032 0.043 0.50
H -0.681 0.338 1.440 0.026 0.005 0.098 0.19
H 0.015 -1.904 0.744 -0.085 -0.084 0.000 0.23
H -1.576 -2.217 0.028 0.103 -0.031 -0.052 0.51
H 1.358 -0.257 -2.095 -0.144 0.003 0.059 0.56
H -0.258 1.627 -0.342 -0.100 0.039 0.026 0.15
H 0.080 1.721 -2.068 -0.081 -0.054 0.054 0.32
H 1.437 3.379 -0.839 0.054 0.012 -0.048 0.43
H 2.506 2.139 -1.507 0.044 0.041 -0.052 0.34
H 1.495 2.312 1.372 0.027 0.067 0.053 0.31
H 3.153 2.528 0.830 -0.030 -0.010 0.071 0.39
H 3.155 0.188 1.501 0.060 -0.147 0.037 0.49
H 2.280 -3.437 -0.887 0.038 0.192 0.233 0.35
```
Forces are in eV/Å.

Highest occupied orbital energy   -9.3 eV
SMILES   CCCCC(=O)[C@H]1CCCC=C1C(=O)O
Energy relative to the best compared isomer or geometry (same formula, charge and spin)   0.0 kJ/mol
HOMO-LUMO gap   0.3642 hartree
LUMO level   0.6 eV


no.,maximum force (eV Å⁻¹)
1,3.15
2,2.53
3,0.58
4,4.00
5,5.08
6,0.90